(1)
# C12H17NO

One molecule with the formula C12H17NO (ωB97M-V with the def2-TZVPD basis set, the Open Molecules 2025 dataset).

Frontier orbital gap ... 9.77 eV
Structure (SMILES) ... C=C(C#N)[C@@]1(O)C=C(C)CC(C)(C)C1
LUMO ... 0.49 eV
ΔE to the lowest compared entry with this formula, charge and spin ... 439.1 kJ/mol
Multiplicity ... 1
Largest force on an atom ... 5.88 eV Å⁻¹

Each line ends with the Löwdin charge.
Geometry (Å):
C -0.735778 3.640139 0.200338  0.084
C -0.630434 2.828448 1.233338  -0.189
C -0.364262 3.033762 2.530473  -0.242
N -0.065202 3.265334 3.634778  0.185
C -1.099355 1.083174 0.927692  -0.356
O -2.288512 1.096611 1.694168  -0.006
C -1.362896 0.862330 -0.523591  -0.053
C -0.474844 0.225830 -1.254874  -0.260
C -0.705948 0.195892 -2.776151  -0.021
C 0.782994 -0.450803 -0.779586  -0.091
C 0.533996 -0.938347 0.650685  -0.555
C 1.790863 -1.512167 1.279983  -0.059
C -0.588633 -2.031348 0.660389  -0.019
C 0.140583 0.308120 1.465384  -0.080
H -0.833671 3.159603 -0.789064  0.066
H -0.325575 4.594507 -0.043672  0.065
H -2.936924 0.577369 1.186105  0.105
H -2.252632 1.381063 -0.833073  0.127
H 0.117904 0.340649 -3.377774  0.050
H -1.461432 0.968549 -3.013581  0.094
H -0.961827 -0.811370 -2.917707  0.066
H 0.938445 -1.457073 -1.371763  0.168
H 1.510787 0.398033 -0.826271  0.154
H 2.429567 -0.592358 1.406364  0.101
H 2.285505 -2.336817 0.691693  0.100
H 1.542230 -1.990429 2.261599  0.094
H -0.430805 -2.845871 0.016414  0.064
H -1.610509 -1.733940 0.524947  0.073
H -0.551780 -2.456318 1.653887  0.079
H 0.915600 0.998656 1.349599  0.088
H -0.046515 0.185987 2.600302  0.170

Forces on the atoms, in the same order (eV/Å):
C 1.35 -0.91 -2.05
C -2.07 -3.61 -4.16
C 1.47 1.70 4.92
N -0.54 -0.60 -1.56
C 0.99 2.89 0.74
O -0.15 -1.28 -0.36
C 0.53 0.61 2.34
C 0.22 0.23 -2.94
C -1.55 1.02 2.60
C -1.08 -1.08 0.07
C -1.09 -0.47 0.28
C 0.55 -0.08 0.32
C 0.62 1.01 1.52
C -2.66 -0.71 1.50
H -0.58 -0.10 0.57
H -0.18 1.15 1.21
H 0.16 0.23 0.51
H -0.14 -0.03 -0.82
H 2.20 0.61 -0.96
H 0.10 -0.90 -0.22
H -1.12 -1.39 -0.89
H 0.37 2.42 0.48
H 0.35 -1.33 -0.18
H 0.11 -1.41 0.13
H -0.37 1.09 0.25
H 0.33 0.73 -0.58
H 0.61 -0.99 -1.20
H -0.38 0.68 -0.26
H -0.12 -0.21 0.43
H 1.59 0.98 0.07
H 0.48 -0.25 -1.76

(2)
# C12H17NO5S3SbW

C12H17NO5S3SbW as an isolated structure (ωB97M-V with the def2-TZVPD basis set, the Open Molecules 2025 dataset).

Frontier orbital gap (alpha / beta) ... 6.98 / 7.20 eV
Expectation value of S² ... 0.761
LUMO (alpha / beta) ... -1.26 / -1.71 eV
ΔE to the lowest compared entry with this formula, charge and spin ... 0.0 kJ/mol
Multiplicity ... 2
Largest force on an atom ... 2.87 eV Å⁻¹

Each line ends with the Löwdin spin population.
Geometry (Å):
W -0.928586 1.940569 -1.832847  0.747
O -2.738466 -1.533962 -3.337642  0.013
C -2.293272 -0.831462 -2.477767  0.007
O -2.097024 0.515890 -2.568561  0.037
C -1.964084 -1.333856 -1.074833  0.001
C -2.538972 -0.388713 -0.010847  0.000
C -2.578421 -1.062564 1.355429  0.000
C -1.074045 -1.073741 1.693168  0.000
C -0.429333 -0.323398 0.502474  0.000
O -1.507173 0.598921 0.125283  0.000
C -0.409453 -1.290658 -0.731165  0.000
C 0.411296 -0.775696 -1.910796  0.007
O 0.831984 -1.527051 -2.769103  0.011
O 0.547147 0.580891 -1.880960  0.046
H -2.360701 -2.333151 -0.972667  0.000
H -3.439723 0.113748 -0.321598  0.000
H -3.131403 -0.460809 2.076875  0.000
H -3.017418 -2.058740 1.296918  0.000
H -0.873688 -0.523256 2.605627  0.000
H -0.653824 -2.069284 1.812311  0.000
H 0.346223 1.062803 1.629809  0.000
H -0.029864 -2.267868 -0.475556  0.000
S 0.144878 3.465855 -0.325590  0.026
Sb -1.398480 4.675152 -1.558321  0.105
S -2.949616 3.064880 -1.178788  0.008
S -0.535183 3.006659 -3.579457  -0.010
C 2.342649 -1.288703 0.523909  0.000
C 2.074900 0.160680 0.936555  0.000
C 2.947424 1.055880 0.060454  0.000
C 2.409889 0.360468 2.403752  0.000
N 0.651619 0.523552 0.826931  0.000
H 3.366618 -1.553954 0.787778  0.000
H 2.230277 -1.461917 -0.545055  0.000
H 1.708375 -2.011863 1.034404  0.000
H 3.995233 0.807458 0.222235  0.000
H 2.802661 2.122903 0.291180  0.001
H 2.696157 0.886269 -0.981927  0.000
H 3.445610 0.121074 2.639504  0.000
H 1.771542 -0.286609 3.013425  0.000
H 2.224248 1.393600 2.695455  0.000

Forces on the atoms, in the same order (eV/Å):
W 0.02 -2.67 1.05
O 0.08 0.48 -0.07
C 0.28 0.82 0.70
O -0.21 -1.28 -0.23
C 0.58 0.02 0.06
C -0.33 0.06 -0.27
C 0.23 -0.04 -0.07
C -0.16 -0.01 -0.14
C 0.17 -0.35 0.07
O 0.10 -0.27 0.03
C -0.25 0.76 0.17
C -0.29 0.33 -0.51
O -0.17 1.31 1.03
O -0.41 -1.20 -0.58
H -0.04 -0.27 -0.06
H -0.39 0.08 -0.05
H -0.06 -0.06 -0.11
H -0.05 0.09 0.04
H 0.05 0.11 0.14
H 0.02 -0.09 -0.05
H 0.26 0.03 -0.10
H -0.07 -0.26 0.04
S 0.77 -0.27 0.69
Sb 0.36 1.92 -0.44
S -1.44 -0.71 0.27
S 0.45 1.52 -2.16
C 0.11 -0.22 0.16
C -0.13 -0.37 0.01
C -0.16 0.34 0.10
C 0.17 -0.31 0.38
N 0.12 0.28 -0.10
H 0.08 0.09 -0.06
H 0.12 0.12 0.00
H -0.15 0.05 0.21
H 0.11 0.01 -0.01
H -0.01 -0.34 -0.04
H 0.07 0.13 -0.11
H 0.11 0.03 -0.08
H 0.07 0.03 0.03
H 0.02 0.12 0.03

(3)
# C12H17NOS2

C12H17NOS2 as an isolated structure (ωB97M-V with the def2-TZVPD basis set, the Open Molecules 2025 dataset).

Frontier orbital gap ... 7.47 eV
LUMO ... 0.26 eV
ΔE to the lowest compared entry with this formula, charge and spin ... 1048.9 kJ/mol
Multiplicity ... 1
Largest force on an atom ... 14.12 eV Å⁻¹

Each line ends with the Löwdin charge.
Geometry (Å):
C -5.092532 -2.008413 0.919237  0.004
H -4.683538 -3.000030 0.476673  0.118
H -6.015162 -1.975206 1.144479  -0.007
H -4.460666 -1.762909 1.651095  0.030
C -4.993164 -1.149162 -0.429720  -0.235
N -3.713416 -0.957017 -0.698680  -0.128
C -2.910759 0.005742 -0.300187  -0.984
S -3.260371 1.519226 0.215910  0.670
S -1.247600 -0.145917 -1.204181  0.895
C -0.249625 1.242404 -0.534131  -0.527
H 0.500733 1.584978 -1.182390  0.078
C 0.055616 1.212281 0.821818  -0.139
O 0.974301 -0.208072 1.009667  -0.066
C 2.253426 0.029919 0.680018  -0.295
C 2.922058 1.006363 -0.004652  -0.102
C 4.167247 0.822715 -0.185996  -0.008
C 4.909045 -0.535984 -0.191043  -0.356
C 4.126990 -1.502861 0.365342  -0.120
C 2.970954 -1.191349 0.656061  -0.071
H 2.284317 -2.082232 1.247024  0.193
H 4.592410 -2.422045 0.259994  0.115
C 6.163070 -0.461491 -0.568450  -0.161
H 6.704941 0.504390 -0.985272  0.101
H 6.839592 -0.923769 0.240928  0.106
H 6.304921 -1.077667 -1.808011  0.175
H 4.849254 1.731010 -0.723212  0.168
H 2.495670 1.817964 0.053876  0.030
H -0.680409 1.126054 1.527091  0.063
H 0.591022 1.993283 1.368586  0.140
H -0.922405 2.106916 -0.544626  0.048
H -3.259345 -1.572266 -1.258318  0.083
H -5.344309 -0.011708 -0.037536  0.145
H -5.628130 -1.203008 -1.101428  0.037

Forces on the atoms, in the same order (eV/Å):
C 4.25 -2.68 -7.96
H -1.23 0.84 1.41
H -6.67 -0.64 2.17
H 2.42 1.68 2.60
C 0.64 5.10 12.06
N 3.76 1.47 -0.51
C 1.99 2.51 -2.28
S -0.81 -0.15 1.25
S -0.17 -0.27 0.90
C -3.34 1.28 -1.98
H 1.27 -0.47 -1.10
C 4.82 -3.45 3.37
O -2.10 4.46 0.52
C 0.67 -4.97 -1.29
C -2.27 -5.13 2.63
C 10.40 -1.05 -4.51
C -8.69 7.41 2.01
C 8.80 -0.81 -3.58
C -12.40 -1.85 6.49
H 1.77 2.33 -1.92
H 0.12 -2.37 0.70
C 10.20 -1.45 -5.50
H -1.74 -1.46 1.53
H -0.34 0.32 -1.75
H -0.07 0.97 3.68
H -1.95 -2.45 1.72
H -3.83 8.87 -0.52
H -2.55 -1.27 1.08
H 0.87 0.30 -1.17
H -0.49 0.11 -0.49
H 1.52 -2.65 -1.95
H 0.73 -2.52 -0.82
H -5.58 -2.00 -6.78